i.
Density functional theory data (ωB97M-V with the def2-TZVPD basis set) for 2 unconnected molecules or ions with the total composition C2HF3N2O.

## Properties
**Highest occupied orbital energy (spin up / spin down)**: -9.37 / -9.37 eV
**E_LUMO (spin up / spin down)**: -0.3 / -0.3 eV
**Kohn-Sham gap (spin up / spin down)**: 9.0743 / 9.0721 eV

Cartesian coordinates (Å):
1 C 0.12556 -1.54784 -0.57591
2 C -1.29939 1.22106 0.52260
3 N 1.15168 -0.92199 -0.38410
4 N 1.74398 -0.02137 0.17774
5 O -0.16635 1.51364 0.58521
6 F -0.07058 -2.77015 -0.64694
7 F -1.73693 0.07993 1.20940
8 F 2.20897 0.90905 -0.71466
9 H -1.95693 1.53767 -0.17333



ii.
Density functional theory data (ωB97M-V with the def2-TZVPD basis set) for a single C2HF3N2O molecule.

## Properties
**Highest occupied orbital energy**: -10.79 eV
**E_LUMO**: 0.2 eV
**Kohn-Sham gap**: 11.0159 eV

Cartesian coordinates (Å):
1 F -1.34225 1.75267 0.14325
2 C -0.69279 0.67049 0.20347
3 N -0.93916 -0.34689 0.89925
4 N 0.01129 -1.28533 0.82145
5 F -0.62151 -2.45543 0.44246
6 O 0.95746 -0.83284 -0.25389
7 C 0.59659 0.45281 -0.61180
8 F 1.51811 1.36212 -0.06416
9 H 0.51226 0.68241 -1.58002



Relative energy of each structure, in hartree: i 0.0496; ii 0.0000.



i.
Density functional theory data (ωB97M-V with the def2-TZVPD basis set) for a molecular structure, C2H5NSi.

## Properties
**Highest occupied orbital energy**: -9.76 eV
**E_LUMO**: 0.0 eV
**Kohn-Sham gap**: 9.7379 eV

Cartesian coordinates (Å):
1 C 2.94594 0.12246 0.29614
2 C 1.90703 -0.29278 -0.07337
3 N 0.16970 -1.01957 -0.44090
4 Si -1.16649 0.11849 -0.12289
5 H 3.77699 0.70114 0.59633
6 H 0.08995 -1.41329 -1.36772
7 H -2.27004 -0.72286 0.40065
8 H -1.69790 0.32718 -1.46706
9 H -0.48441 1.10368 0.71188



ii.
Density functional theory data (ωB97M-V with the def2-TZVPD basis set) for 2 unconnected molecules or ions with the total composition C2H5NSi.

## Properties
**Highest occupied orbital energy**: -8.57 eV
**E_LUMO**: -0.6 eV
**Kohn-Sham gap**: 7.9608 eV

Cartesian coordinates (Å):
1 C 0.76671 0.29592 0.12074
2 C 0.76638 1.55592 0.42444
3 N 1.03660 -0.85660 -0.07308
4 Si -1.76577 -0.70701 0.21620
5 H -0.09945 2.00396 0.78137
6 H 1.41378 2.20047 0.02178
7 H 0.86288 -1.43974 -0.93001
8 H -1.07512 -1.84146 0.73575
9 H -1.90600 -1.21146 -1.29719



Relative energy of each structure, in hartree: i 0.0268; ii 0.0000.



i.
Density functional theory data (ωB97M-V with the def2-TZVPD basis set) for a single C21H25N3O5 molecule.

## Properties
**Highest occupied orbital energy**: -9.24 eV
**E_LUMO**: 0.0 eV
**Kohn-Sham gap**: 9.2501 eV

Cartesian coordinates (Å):
1 C -5.21896 1.55932 -0.16635
2 C -4.00422 1.49917 0.74737
3 C -2.75752 1.88532 0.24409
4 C -1.62954 1.85114 1.08091
5 C -0.25276 2.21256 0.56506
6 O 0.61282 2.70940 1.28495
7 N -0.01121 1.89848 -0.71775
8 C 1.30120 1.96457 -1.36858
9 C 2.34654 0.98102 -0.75317
10 C 3.66243 0.85681 -1.59774
11 C 4.28535 2.21819 -1.97224
12 C 4.71355 -0.00751 -0.85310
13 C 4.13567 -1.34583 -0.35467
14 C 2.81823 -1.13239 0.42112
15 N 1.89313 -0.42084 -0.48961
16 C 1.09844 -1.12199 -1.35584
17 O 0.74723 -0.67831 -2.44938
18 C 0.62098 -2.42490 -0.94315
19 C 0.01769 -2.65838 0.36565
20 C -0.46304 -3.87381 0.70775
21 C -0.39771 -4.99896 -0.23389
22 O -0.78118 -6.15001 -0.05325
23 O 0.16538 -4.70570 -1.46411
24 C 0.63918 -3.46948 -1.79729
25 N -1.72355 1.44540 2.37971
26 C -2.93581 1.08139 2.85800
27 C -4.10506 1.08046 2.08644
28 C -5.44092 0.65377 2.69659
29 O -5.31762 -0.14795 3.85838
30 H -6.03646 2.08932 0.32301
31 H -5.00851 2.08648 -1.09752
32 H -5.56538 0.55331 -0.40473
33 H -2.66980 2.21823 -0.78017
34 H -0.70772 1.35108 -1.19699
35 H 1.17467 1.77371 -2.43509
36 H 1.67398 2.98882 -1.29953
37 H 2.60087 1.41658 0.21590
38 H 3.40074 0.33443 -2.52177
39 H 4.49216 2.82124 -1.08687
40 H 5.22578 2.08886 -2.50966
41 H 3.63206 2.79752 -2.62482
42 H 5.59775 -0.16397 -1.47350
43 H 5.07418 0.55044 0.01364
44 H 3.97115 -2.02672 -1.19169
45 H 4.86129 -1.84317 0.29009
46 H 2.41016 -2.03406 0.87638
47 H 2.98222 -0.48184 1.28265
48 H -0.06029 -1.84034 1.07406
49 H -0.91257 -4.02741 1.67578
50 H 1.01644 -3.42770 -2.81203
51 H -2.95773 0.77131 3.89349
52 H -6.00775 1.55449 2.93840
53 H -6.01261 0.08638 1.96065
54 H -6.19343 -0.39803 4.16436



ii.
Density functional theory data (ωB97M-V with the def2-TZVPD basis set) for a single C21H25N3O5 molecule.

## Properties
**Highest occupied orbital energy**: -9.37 eV
**E_LUMO**: -0.2 eV
**Kohn-Sham gap**: 9.1993 eV

Cartesian coordinates (Å):
1 C -4.35894 -1.99975 -0.79462
2 C -3.12820 -2.01609 0.06632
3 C -1.86822 -2.15512 -0.49610
4 C -0.74932 -2.17590 0.32312
5 C 0.61646 -2.11603 -0.32080
6 O 0.82904 -2.57259 -1.43364
7 N 1.56074 -1.55125 0.45715
8 C 2.82173 -1.08634 -0.07494
9 C 2.65467 0.10836 -1.03358
10 C 3.92822 0.93168 -1.23389
11 C 5.10194 0.06428 -1.67229
12 C 3.64285 2.01858 -2.27505
13 C 2.40733 2.84880 -1.93739
14 C 1.19489 1.95428 -1.68677
15 N 1.52100 0.96353 -0.66575
16 C 1.26292 1.22579 0.65470
17 O 2.08190 1.07612 1.54681
18 C -0.16441 1.52231 0.99218
19 C -1.27206 1.19967 0.14002
20 C -2.53184 1.26363 0.60720
21 C -2.79541 1.58924 1.98877
22 O -3.85808 1.54009 2.55533
23 O -1.69237 1.97522 2.73686
24 C -0.44714 1.89813 2.25263
25 N -0.81798 -2.01164 1.64204
26 C -2.02654 -1.87383 2.18343
27 C -3.20822 -1.85551 1.45183
28 C -4.53897 -1.64135 2.13780
29 O -4.42615 -1.19981 3.47049
30 H -4.88097 -1.04201 -0.72330
31 H -4.10532 -2.17393 -1.83866
32 H -5.06817 -2.76851 -0.48251
33 H -1.73360 -2.26791 -1.56465
34 H 1.27408 -1.25986 1.37891
35 H 3.45653 -0.81577 0.76491
36 H 3.29601 -1.89553 -0.62964
37 H 2.36746 -0.30688 -2.00826
38 H 4.16221 1.40644 -0.27433
39 H 4.84984 -0.49726 -2.57617
40 H 5.97154 0.68366 -1.89754
41 H 5.39493 -0.65030 -0.90308
42 H 4.51508 2.66811 -2.37844
43 H 3.49671 1.53300 -3.24795
44 H 2.59424 3.43934 -1.03501
45 H 2.18408 3.55095 -2.74376
46 H 0.34617 2.55392 -1.35939
47 H 0.90876 1.42872 -2.60386
48 H -1.08506 0.86506 -0.87197
49 H -3.39111 1.00422 0.00697
50 H 0.30753 2.13639 2.98804
51 H -2.06816 -1.74850 3.25840
52 H -5.14046 -0.94087 1.54817
53 H -5.08888 -2.58694 2.15898
54 H -4.30330 -0.24001 3.45226



Relative energy of each structure, in hartree: i 0.0379; ii 0.0000.



i.
Density functional theory data (ωB97M-V with the def2-TZVPD basis set) for a gas-phase ion, C4H11N4S (charge +1).

## Properties
**Highest occupied orbital energy**: -13.07 eV
**E_LUMO**: -4.1 eV
**Net charge**: +1
**Kohn-Sham gap**: 8.9897 eV

Cartesian coordinates (Å):
1 C -2.25692 0.57542 -0.74207
2 S -0.80417 1.41176 -1.25238
3 C 0.55265 0.47660 -0.26211
4 N 0.06396 0.17970 1.22850
5 C 0.18162 1.22004 2.21742
6 N 0.45248 -1.18643 1.37401
7 N 0.73825 -1.75105 0.27795
8 N 0.78834 -0.90706 -0.68434
9 C 0.99831 -1.23370 -2.13070
10 H -3.04235 1.13429 -1.44895
11 H -2.39100 0.92782 0.24991
12 H -2.18541 -0.39836 -1.13815
13 H 1.50844 1.13133 -0.32879
14 H 1.16208 1.51165 2.58740
15 H -0.29996 2.11335 1.67133
16 H -0.52406 0.92882 3.03002
17 H 0.32530 -1.84390 2.12660
18 H 0.02378 -1.90576 -2.45527
19 H 1.79267 -2.01818 -2.15400
20 H 1.14658 -0.27585 -2.68084



ii.
Density functional theory data (ωB97M-V with the def2-TZVPD basis set) for 2 unconnected molecules or ions with the total composition C4H11N4S.

## Properties
**Highest occupied orbital energy**: -12.38 eV
**E_LUMO**: -3.5 eV
**Net charge**: +1
**Kohn-Sham gap**: 8.8740 eV

Cartesian coordinates (Å):
1 C 0.83353 0.75453 -0.61074
2 C -2.39620 -0.03634 -0.27550
3 C 2.58602 2.00508 0.17477
4 C 0.21368 -2.25473 0.73369
5 N 1.19169 -0.37814 -0.61190
6 N -3.65071 -0.04153 0.08019
7 N 1.32166 1.98884 -0.50284
8 N 0.61560 -1.54610 -0.43856
9 S -1.39276 1.05378 0.35861
10 H -2.17244 -0.71017 -1.04532
11 H 2.86426 3.02709 0.33361
12 H 2.37621 1.63421 1.16341
13 H 3.29281 1.38031 -0.31030
14 H 1.07814 -2.84043 0.96729
15 H -0.19992 -1.66960 1.56405
16 H -0.54137 -2.89504 0.31040
17 H -4.53587 -0.41914 -0.25890
18 H -3.89498 0.64562 0.74310
19 H 1.31494 2.58388 -1.29260
20 H 1.09570 -2.28211 -1.08246



Relative energy of each structure, in hartree: i 0.0298; ii 0.0000.